No. 1
The following is a quantum chemistry calculation of an isolated ion of composition C3H4NS and charge +1, from the Open Molecules 2025 dataset.

The geometry in XYZ format:
```
9
C3H4NS, DFT ωB97M-V/def2-TZVPD
C 1.44 -0.42 1.09
C 0.85 -2.03 -1.33
C -0.39 0.52 -0.39
N 0.21 0.23 0.97
S -0.05 -0.87 -1.90
H -1.54 0.31 -0.42
H -0.21 1.53 -0.74
H -0.46 -0.47 1.48
H 0.15 1.21 1.25
```

Values from the calculation:
HOMO level (alpha / beta)   -13.629 / -14.710 eV
Relative energy (zero: lowest compared OMol25 entry of this formula, charge and spin)   946.8 kJ/mol
HOMO-LUMO gap (alpha / beta)   7.08 / 7.65 eV
LUMO (alpha / beta)   -6.55 / -7.06 eV
Charge   +1

No. 2
The following is a quantum chemistry calculation of a 8-piece molecular cluster, C9H34N10O8 overall, from the Open Molecules 2025 dataset.

The geometry in XYZ format:
```
61
C9H34N10O8, DFT ωB97M-V/def2-TZVPD
C -3.30 2.02 1.59
O -2.93 0.81 2.28
H -2.89 2.96 1.96
H -3.04 2.04 0.53
H -4.39 2.07 1.61
H -3.60 0.75 2.97
C 1.45 1.24 4.37
O 1.96 2.10 5.36
H 2.15 0.88 3.61
H 0.98 0.36 4.82
H 0.61 1.76 3.91
H 2.56 2.62 4.82
C -2.50 -2.03 -3.12
O -1.81 -1.25 -3.64
N -3.35 -2.71 -3.86
N -2.61 -2.33 -1.88
H -4.09 -3.25 -3.42
H -3.47 -2.32 -4.78
H -3.28 -3.04 -1.61
H -1.97 -1.93 -1.20
C 2.66 2.85 0.86
O 3.08 1.84 1.42
N 2.65 4.01 1.34
N 2.38 2.94 -0.40
H 2.89 4.07 2.32
H 2.18 4.71 0.79
H 2.58 2.12 -0.94
H 2.13 3.84 -0.79
C -0.72 2.34 -2.75
O -1.84 2.56 -2.38
N 0.19 3.27 -2.87
N -0.41 1.20 -3.30
H 1.14 2.98 -3.05
H -0.14 4.22 -2.85
H -1.11 0.48 -3.33
H 0.53 0.90 -3.54
C 3.48 -0.47 -1.30
O 2.85 0.52 -1.71
N 3.95 -0.58 -0.05
N 3.65 -1.51 -2.08
H 4.35 -1.48 0.19
H 3.73 0.18 0.57
H 3.40 -1.50 -3.06
H 3.79 -2.35 -1.54
C -1.03 -4.72 1.16
O -0.24 -5.62 1.47
N -2.00 -4.87 0.39
N -0.96 -3.51 1.62
H -2.15 -5.82 0.08
H -2.70 -4.14 0.47
H -1.57 -2.73 1.42
H -0.27 -3.46 2.35
C 0.49 -0.27 0.92
C -0.67 -0.36 -0.06
O -1.69 -1.03 0.69
H 0.99 -1.23 1.03
H 0.23 0.00 1.94
H 1.19 0.51 0.61
H -0.36 -0.88 -0.97
H -0.98 0.65 -0.32
H -2.13 -0.43 1.29
```

Values from the calculation:
HOMO level (alpha / beta)   -11.207 / -11.206 eV
2S+1   2
⟨S²⟩   0.769
HOMO-LUMO gap (alpha / beta)   8.43 / 2.35 eV
LUMO (alpha / beta)   -2.78 / -8.86 eV
Charge   +1

Repeat the first record exactly.
The following is a quantum chemistry calculation of an isolated ion of composition C3H4NS and charge +1, from the Open Molecules 2025 dataset.

The geometry in XYZ format:
```
9
C3H4NS, DFT ωB97M-V/def2-TZVPD
C 1.44 -0.42 1.09
C 0.85 -2.03 -1.33
C -0.39 0.52 -0.39
N 0.21 0.23 0.97
S -0.05 -0.87 -1.90
H -1.54 0.31 -0.42
H -0.21 1.53 -0.74
H -0.46 -0.47 1.48
H 0.15 1.21 1.25
```

Values from the calculation:
HOMO level (alpha / beta)   -13.629 / -14.710 eV
Relative energy (zero: lowest compared OMol25 entry of this formula, charge and spin)   946.8 kJ/mol
HOMO-LUMO gap (alpha / beta)   7.08 / 7.65 eV
LUMO (alpha / beta)   -6.55 / -7.06 eV
Charge   +1